(1)
{"formula": "C4H9O4S", "method": "ωB97M-V/def2-TZVPD", "species": ["C", "C", "C", "C", "O", "O", "O", "O", "S", "H", "H", "H", "H", "H", "H", "H", "H", "H"], "xyz": [[0.4016, 0.2166, 1.5653], [0.0458, 1.1602, -0.9869], [-0.0512, -1.4070, -0.4484], [-0.2322, -0.0584, 0.1226], [-2.6436, 1.4240, 0.1951], [-2.6320, -0.8180, -0.8100], [-0.3206, 2.4295, -0.5059], [-0.9248, -2.3995, -0.0509], [-2.1192, 0.0133, 0.3731], [-0.0177, -0.6067, 2.3073], [1.5055, 0.1488, 1.4605], [0.1771, 1.1741, 1.8993], [-0.5156, 0.8170, -1.9998], [0.9986, 1.2207, -1.3976], [-0.2183, -1.2282, -1.5266], [0.9855, -1.8513, -0.3936], [-1.1692, 2.0882, -0.2307], [-1.7868, -1.9987, -0.5322]], "forces_ev_per_angstrom": [[-0.33, -3.53, -1.33], [-1.65, -2.37, -0.86], [2.20, -1.03, -2.07], [-0.08, 3.56, 0.55], [1.10, -0.36, -0.05], [0.11, 0.53, -0.07], [1.10, -1.12, -0.58], [-1.59, -0.20, -0.30], [-1.64, -0.33, 0.58], [0.98, 1.71, -1.46], [-0.56, -0.21, 0.25], [-0.63, 1.72, 0.68], [0.29, 0.76, 2.28], [2.39, -0.17, -0.01], [0.27, -0.21, -0.07], [-0.57, 0.85, 0.30], [-2.25, 1.41, 0.94], [0.85, -1.01, 1.21]], "mulliken_charge": [-1.40, -0.88, -1.02, 1.09, -0.75, -0.72, -0.55, -0.65, 0.47, 0.29, 0.37, 0.38, 0.27, 0.51, 0.34, 0.35, 0.49, 0.43], "mol_weight_g_mol": 153.179, "total_charge": -1, "e_above_lowest_kcal_mol": 61.3, "e_homo_ev": -3.89, "orbital_gap_ev": 7.7, "spin_multiplicity": 1}



(2)
{"formula": "C8H5N2O5Tb", "method": "ωB97M-V/def2-TZVPD", "species": ["O", "C", "Tb", "C", "O", "C", "O", "C", "O", "C", "O", "H", "N", "C", "C", "C", "N", "H", "H", "H", "H"], "xyz": [[-1.3613, -5.3053, -3.4653], [-1.0817, -4.3017, -2.9831], [0.4596, -1.0471, -0.6352], [2.4904, 0.1275, 0.1378], [3.3763, 0.7441, 0.5646], [-1.0336, 0.4765, -1.7086], [-1.7075, 1.3979, -1.9743], [-1.4341, -1.9192, 0.7305], [-2.3425, -2.3536, 1.2694], [1.2047, -0.4431, -3.4102], [1.5324, 0.0580, -4.3973], [-1.1109, -1.2428, -1.9535], [0.3204, 1.9308, 0.8382], [0.0499, 2.5265, 1.9925], [-0.0580, 1.5400, 2.9599], [0.1472, 0.3067, 2.3441], [0.3280, 0.5735, 0.9912], [0.4083, 2.3669, -0.1002], [-0.0855, 3.5803, 2.0749], [-0.2847, 1.6864, 4.0066], [0.1826, -0.7024, 2.7179]], "forces_ev_per_angstrom": [[0.79, 3.02, 1.40], [-0.71, -3.00, -1.32], [-0.79, -0.42, -1.93], [5.71, 2.87, 1.46], [-3.96, -2.58, -1.67], [-1.23, 4.30, -0.16], [1.93, -4.02, 0.50], [-3.73, -2.05, 1.98], [2.86, 1.47, -1.66], [1.41, 2.06, -3.53], [-1.42, -2.16, 3.95], [-0.06, -0.11, 0.20], [-0.38, -0.58, -0.62], [0.00, -0.49, 0.34], [-0.07, -0.63, 0.94], [-0.03, 2.34, -2.00], [-0.22, -0.14, 0.99], [-0.18, -0.49, 1.08], [0.07, 0.51, 0.01], [0.10, 0.10, -0.12], [-0.08, 0.00, 0.17]], "mulliken_charge": [-0.11, 0.12, 1.39, 0.06, -0.07, 0.26, -0.19, 0.15, -0.02, 0.30, -0.10, 0.00, -0.04, -0.14, -0.76, -0.34, -0.18, 0.19, 0.50, 0.43, 0.55], "mol_weight_g_mol": 368.062, "total_charge": 2, "e_above_lowest_kcal_mol": 0.0, "e_homo_ev": [-16.79, -16.82], "orbital_gap_ev": [7.5, 7.8], "spin_multiplicity": 7}



(3)
{"formula": "C3H4OS2", "method": "ωB97M-V/def2-TZVPD", "species": ["O", "C", "C", "S", "C", "S", "H", "H", "H", "H"], "xyz": [[-0.8068, -1.0379, -1.3457], [-1.1883, -0.9461, -0.0917], [-0.7567, 0.2943, 0.5907], [-0.0996, 1.5406, -0.4794], [1.4595, 0.8325, -0.5051], [2.0880, -0.5626, -0.1255], [-1.4080, -1.7829, 0.4250], [-1.5543, 0.4772, 1.4464], [0.1039, -0.2109, 1.2830], [2.1623, 1.3958, -1.1979]], "forces_ev_per_angstrom": [[-2.72, -0.40, 5.43], [4.60, 2.86, -8.55], [-1.39, -1.94, 4.37], [0.03, -0.22, 1.24], [1.60, 1.99, -3.07], [0.42, -1.60, 1.20], [-1.49, -2.84, 1.85], [1.46, 0.69, -1.89], [-1.35, 1.38, -1.56], [-1.16, 0.09, 0.98]], "mulliken_charge": [-0.49, 0.06, -0.54, -0.01, -0.05, -0.28, 0.41, 0.38, 0.22, 0.29], "smiles": "O=CCSC=S", "mol_weight_g_mol": 120.198, "total_charge": 0, "e_above_lowest_kcal_mol": 64.2, "e_homo_ev": -8.84, "orbital_gap_ev": 8.7, "spin_multiplicity": 1}



(4)
{"formula": "C18H26GaN7O3P", "method": "ωB97M-V/def2-TZVPD", "species": ["Ga", "O", "C", "O", "C", "P", "C", "C", "C", "C", "C", "C", "C", "C", "C", "C", "C", "C", "H", "H", "H", "H", "H", "H", "H", "H", "H", "H", "H", "H", "C", "N", "C", "C", "N", "N", "C", "N", "N", "H", "H", "H", "H", "H", "H", "H", "H", "H", "H", "H", "O", "N", "N", "H", "H", "H"], "xyz": [[0.5337, -0.1366, -0.6079], [-3.7130, -0.0152, -0.9564], [-2.6695, -0.5331, -1.1178], [-1.7807, -0.7900, -0.0281], [-2.0429, -1.0124, -2.3914], [-0.4339, -0.2211, -2.7387], [-0.7250, 1.4008, -3.4193], [0.3547, 2.0513, -4.0308], [0.1698, 3.3067, -4.5836], [-1.0820, 3.9130, -4.5260], [-2.1506, 3.2717, -3.9148], [-1.9799, 2.0123, -3.3559], [0.4444, -1.2543, -3.8886], [0.0236, -1.2624, -5.2220], [0.6575, -2.0943, -6.1287], [1.7095, -2.9024, -5.7133], [2.1358, -2.8875, -4.3909], [1.5050, -2.0628, -3.4739], [-2.7324, -0.8405, -3.2194], [-1.8398, -2.0838, -2.3146], [1.3196, 1.5620, -4.1110], [0.9922, 3.8080, -5.0760], [-1.2265, 4.8882, -4.9722], [-3.1233, 3.7438, -3.8847], [-2.8324, 1.5229, -2.9009], [-0.7866, -0.6224, -5.5524], [0.3352, -2.1106, -7.1609], [2.2021, -3.5478, -6.4284], [2.9600, -3.5172, -4.0843], [1.8335, -2.0575, -2.4394], [5.7462, -0.9942, 0.4601], [4.6871, -0.1571, -0.1371], [5.0680, 1.1064, -0.7893], [3.4110, -0.4865, -0.0684], [2.4263, 0.2750, -0.5240], [3.1201, -1.7083, 0.5270], [1.8972, -2.2638, 0.8232], [1.9338, -3.3542, 1.5736], [0.7698, -1.7650, 0.3542], [6.6950, -0.4858, 0.3307], [5.8196, -1.9583, -0.0462], [5.5902, -1.1206, 1.5326], [6.1499, 1.1565, -0.8386], [4.7142, 1.9644, -0.2153], [4.6877, 1.1413, -1.8112], [2.7649, 1.1451, -0.9138], [3.9228, -2.2238, 0.8594], [2.7934, -3.7437, 1.9321], [1.0875, -3.8427, 1.8271], [-0.0506, -2.2803, 0.6501], [-1.8919, -0.7764, 2.1815], [-2.5976, -0.8314, 1.2954], [-0.0826, 1.6349, 0.1223], [0.1254, 1.7237, 1.1200], [-1.0829, 1.8115, 0.0196], [0.3893, 2.4129, -0.3416]], "forces_ev_per_angstrom": [[0.21, -0.12, -0.43], [-0.16, 0.23, -0.03], [0.43, -0.45, 0.46], [0.09, 0.37, -0.99], [-0.17, 0.03, -0.27], [-0.06, -0.25, -0.09], [0.01, 0.12, 0.02], [-0.03, 0.01, 0.03], [-0.02, 0.00, 0.02], [0.01, 0.01, 0.00], [0.01, 0.00, 0.01], [0.02, 0.02, 0.02], [0.11, 0.05, -0.10], [0.01, 0.00, 0.02], [0.01, 0.00, -0.01], [0.00, -0.01, -0.01], [0.00, 0.01, 0.00], [-0.06, 0.00, -0.01], [0.01, -0.05, -0.01], [-0.03, 0.00, 0.01], [0.00, -0.01, -0.02], [0.00, -0.01, 0.00], [0.00, 0.00, 0.00], [0.00, 0.00, 0.00], [-0.01, -0.02, -0.01], [0.00, 0.00, 0.00], [0.00, 0.00, 0.00], [0.00, 0.00, 0.00], [-0.01, -0.01, 0.01], [0.01, 0.00, 0.01], [-0.01, 0.04, -0.04], [0.03, 0.02, 0.01], [0.02, -0.04, 0.01], [-0.01, -0.07, 0.03], [0.14, 0.06, -0.04], [-0.06, 0.04, 0.06], [0.14, -0.03, -0.13], [-0.03, -0.07, 0.03], [0.11, -0.09, 0.50], [0.00, -0.01, 0.01], [0.00, 0.00, -0.01], [-0.01, 0.01, 0.01], [-0.01, 0.01, 0.00], [0.00, 0.00, 0.01], [-0.01, -0.01, 0.00], [0.05, -0.05, -0.02], [-0.04, 0.03, -0.01], [-0.03, 0.02, 0.01], [0.03, -0.01, -0.03], [0.06, 0.04, -0.09], [-0.30, -0.03, -0.57], [-0.28, -0.02, 1.31], [-0.12, 0.16, 0.42], [-0.03, 0.10, -0.06], [0.00, -0.01, -0.02], [-0.03, 0.00, 0.01]], "mulliken_charge": [-1.03, -0.41, 0.34, -0.36, -1.02, 2.07, 0.60, -0.65, -0.71, -0.57, -0.79, -0.50, 0.45, -0.54, -0.81, -0.56, -0.71, -0.09, 0.58, 0.47, 0.46, 0.46, 0.45, 0.48, 0.34, 0.46, 0.45, 0.44, 0.45, -0.07, -1.03, 0.06, -0.99, 0.76, -0.33, -0.11, 0.90, -0.37, 0.22, 0.28, 0.41, 0.43, 0.28, 0.40, 0.38, 0.33, 0.18, 0.20, 0.21, 0.28, -0.13, 0.27, -0.38, 0.35, 0.32, 0.38], "mol_weight_g_mol": 489.149, "total_charge": 3, "e_above_lowest_kcal_mol": 44.3, "e_homo_ev": -17.43, "orbital_gap_ev": 8.1, "spin_multiplicity": 1}